The following is a quantum chemistry calculation of C10H17N3O5PdS as an isolated structure, from the Open Molecules 2025 dataset.

The geometry in ORCA input format:
```
! wB97M-V def2-TZVPD RIJCOSX def2/J DEFGRID3
* xyz -2 1
Pd 0.20926 0.41828 1.44007
O -1.94335 2.80134 2.10039
C -1.05189 3.54526 1.27505
C -1.14566 3.14524 -0.18966
N -0.45700 1.89463 -0.53264
C -1.21452 1.18830 -1.56528
C -0.70257 -0.20033 -2.01434
O -0.87550 -0.45442 -3.22827
O -0.21770 -0.95361 -1.13694
C 0.89228 2.17500 -1.02722
C 1.83406 2.78468 0.04012
O 2.45012 3.82244 -0.28232
O 1.89315 2.16185 1.13449
H -1.58883 1.88897 2.12304
H -0.02348 3.45176 1.62984
H -1.36043 4.59243 1.35975
H -0.75481 3.97149 -0.80823
H -2.20787 3.03588 -0.42357
H -1.29478 1.80023 -2.47763
H -2.22679 1.02831 -1.18221
H 0.84880 2.85430 -1.89251
H 1.32786 1.22513 -1.34731
S -0.59203 -1.20576 2.85756
C 0.00433 -2.25041 1.67580
N -0.77739 -3.21155 1.11350
C -0.45736 -3.78481 -0.19377
C 1.02742 -4.08935 -0.23094
C 1.79937 -2.82286 0.09658
N 1.34479 -2.27006 1.37260
H -1.75111 -3.02284 1.29011
H -0.69558 -3.06444 -0.98106
H -1.04852 -4.69564 -0.31680
H 1.30541 -4.43966 -1.22738
H 1.26853 -4.87560 0.49265
H 1.64508 -2.08988 -0.69923
H 2.86505 -3.04520 0.19230
H 1.67163 -1.30912 1.56345
*
```

Summary:
* HOMO level: 0.081 eV
* lowest unoccupied orbital energy: 5.083 eV
* relative energy (zero: lowest compared OMol25 entry of this formula, charge and spin): 29.67 kcal/mol

=====

The following is a quantum chemistry calculation of an isolated ion of composition C10H17N5 and charge +2, from the Open Molecules 2025 dataset.

The geometry in ORCA input format:
```
! wB97M-V def2-TZVPD RIJCOSX def2/J DEFGRID3
* xyz 2 1
C 3.03569 1.01635 0.59183
C 2.00022 1.08466 -0.53703
C 0.89497 2.00650 -0.04764
C -0.57752 1.94263 -0.89633
C -0.83153 0.46832 -0.78040
C -2.12357 0.15948 -0.28975
N -2.80185 1.16959 0.23850
C -4.03124 0.72724 0.57053
C -4.11860 -0.58383 0.16732
N -2.90621 -1.00193 -0.34376
N 0.13628 -0.48954 -0.96196
N 1.51700 -0.36616 -0.87285
C 0.95491 -1.33741 -0.02991
C 1.01031 -1.37652 1.41774
N 1.15236 -2.71672 -0.75519
H 3.34102 2.02521 0.65566
H 2.62942 0.48780 1.48720
H 3.88914 0.52098 0.26699
H 2.47077 1.46515 -1.49092
H 1.30060 3.15115 -0.07383
H 0.62360 1.69270 1.00094
H -0.47056 2.28524 -1.91945
H -1.30354 2.56799 -0.47520
H -4.72813 1.45917 0.95109
H -5.11961 -1.17978 0.18883
H -2.86482 -1.85619 -0.89324
H 0.23091 -2.14874 1.74231
H 0.88565 -0.44317 1.96814
H 2.07161 -1.67463 1.87003
H 0.59460 -2.76306 -1.56890
H 0.95152 -3.35359 -0.01422
H 2.18660 -2.93889 -1.16651
*
```

Summary:
* SMILES: C[C@@H]1CC/C(=C2\N=CC=[NH+]2)N2N1[C@]2(C)[NH3+]
* HOMO level (alpha / beta): -15.925 / -15.926 eV
* lowest unoccupied orbital energy (alpha / beta): -8.492 / -8.492 eV
* relative energy (zero: lowest compared OMol25 entry of this formula, charge and spin): 110.50 kcal/mol